(1)
This record from the OMol25 dataset describes a structure of composition C7H17N at a distorted geometry. The level of theory is ωB97M-V/def2-TZVPD.

Output
total charge = 0
energy relative to the best compared isomer or geometry (same formula, charge and spin) = 678.9 kJ/mol
strongest force on any atom = 0.1105 hartree/bohr
multiplicity = 1
calculated total energy = -331.4123 hartree

Each line ends with the Mulliken charge.
Geometry (Å):
C1 1.67347 1.25267 -0.47320  -0.5352
C2 2.52955 0.01525 -0.84767  -0.9168
C3 1.06175 1.18069 0.81503  -0.1875
N1 0.26252 0.09795 1.23149  -0.6743
C4 -2.83479 0.86582 -0.79226  -1.1108
C5 -2.06389 0.47074 0.47304  -0.5509
C6 -0.69938 -0.17445 0.16343  0.5911
C7 -0.97324 -1.66793 0.08325  -1.7724
H1 2.23212 2.18743 -0.56860  0.3302
H2 0.44998 1.85351 -0.04997  0.2688
H3 3.30248 -0.14603 -0.03226  0.2308
H4 1.92988 -0.89396 -0.99562  0.2140
H5 3.03517 0.17107 -1.79797  0.3721
H6 1.33640 1.77180 1.67713  0.5087
H7 2.45327 -1.87584 1.52218  -0.2430
H8 2.97982 -2.36759 1.35598  0.2297
H9 -3.78531 1.35781 -0.71819  0.3611
H10 -2.89263 -0.09517 -1.31003  0.2819
H11 -2.06302 1.39502 -1.37944  0.2670
H12 -1.96213 1.25731 1.26930  0.3914
H13 -2.59584 -0.40497 0.85751  0.2805
H14 -0.24985 -0.02601 -0.79937  0.5594
H15 -0.08133 -2.31487 0.20053  0.3546
H16 -1.50624 -1.95148 -0.85424  0.2966
H17 -1.53876 -1.95878 0.96996  0.4531

Cartesian forces (eV/Å) of the 2 atoms listed first:
1.5225 1.3393 1.4312
-0.9223 -0.1924 -0.6493

---

(2)
This record from the OMol25 dataset describes a cluster of 2 separate species, C3H10NO in total at a distorted geometry. The level of theory is ωB97M-V/def2-TZVPD.

Output
total charge = +1
energy relative to the best compared isomer or geometry (same formula, charge and spin) = 419.8 kJ/mol
strongest force on any atom = 0.0757 hartree/bohr
multiplicity = 1
calculated total energy = -249.8939 hartree

Each line ends with the Mulliken charge.
Geometry (Å):
C1 2.47254 0.11104 0.03926  -0.7887
C2 0.03216 -0.50089 -0.33280  -0.9662
C3 -2.35370 -0.31735 0.40987  -0.3122
N1 0.97894 0.53331 -0.05721  -0.1536
O1 -2.99720 0.75567 -0.18183  -0.4030
H1 2.99567 -0.19372 -0.93524  0.3164
H2 2.91431 0.90649 0.64290  0.3626
H3 2.55541 -0.80704 0.63722  0.3414
H4 -0.42560 -0.64616 -1.27783  0.3574
H5 0.31584 -1.26959 0.30165  0.4227
H6 -2.65851 -1.32339 0.29136  0.3726
H7 -2.11149 0.00940 1.35483  0.3526
H8 0.77818 0.95097 0.83446  0.3781
H9 1.03159 1.29455 -0.80974  0.3753
H10 -3.52813 0.49671 -0.91692  0.3447

Cartesian forces (eV/Å) of the 2 atoms listed first:
0.2308 -1.1570 0.0141
-3.2779 0.2589 0.9051

---

(3)
This record from the OMol25 dataset describes a structure of composition C23H36FIrN6O4SSi2 at a distorted geometry. The level of theory is ωB97M-V/def2-TZVPD.

Output
total charge = 0
energy relative to the best compared isomer or geometry (same formula, charge and spin) = 285.9 kJ/mol
strongest force on any atom = 0.0713 hartree/bohr
multiplicity = 1
calculated total energy = -2708.9636 hartree

Each line ends with the Mulliken charge.
Geometry (Å):
Ir1 0.04967 -0.65096 -0.49378  1.5793
C1 -4.30731 3.77204 0.83399  -1.2948
C2 -4.14707 2.26106 0.69777  -0.1879
N1 -3.03569 1.80186 1.49007  -0.0331
C3 -2.03701 1.00089 1.07297  0.3971
S1 -2.01813 0.46402 -0.61760  -0.5427
N2 -1.12050 0.63252 1.91068  -1.5759
N3 -0.09380 -0.06315 1.46225  0.8329
C4 0.77784 -0.67546 2.27500  0.7725
C5 0.56501 -0.66843 3.75419  -1.8472
C6 1.86165 -1.32887 1.66273  0.7794
C7 3.00002 -1.76559 2.38565  -1.0957
C8 4.04308 -2.35528 1.73619  -0.4125
C9 3.96200 -2.54335 0.34261  -0.8805
C10 2.83271 -2.11521 -0.31168  -0.0300
N4 1.80627 -1.51311 0.29091  0.0452
H1 -5.18970 4.09309 0.29157  0.3907
H2 -3.43950 4.28407 0.42626  0.2939
H3 -4.42360 4.05736 1.87776  0.3416
H4 -3.93810 1.99319 -0.33837  0.2459
H5 -5.07017 1.75274 1.00556  0.2928
H6 -3.06967 1.98186 2.48297  0.2874
H7 -0.41569 -0.24941 3.96543  0.3812
H8 1.32721 -0.06721 4.24922  0.3853
H9 0.61228 -1.68329 4.14653  0.4086
H10 3.03485 -1.59909 3.45095  0.4767
H11 4.92265 -2.67511 2.27621  0.4469
H12 4.76567 -3.01417 -0.20046  0.4542
H13 2.74033 -2.26790 -1.37875  0.4334
F1 0.80511 -6.37551 -1.05399  -0.3491
C11 0.08357 -6.13826 0.05899  0.3733
C12 -0.98768 -5.31953 0.00702  -0.1367
N5 -1.73563 -5.03908 1.10779  0.1467
C13 -2.74859 -4.02346 1.02886  -1.2990
C14 -2.15815 -2.63221 0.61268  0.7818
O1 -2.92113 -1.68124 0.68689  -0.6012
O2 -0.97418 -2.67162 0.20811  -0.6065
C15 -1.42054 -5.56522 2.34894  0.5130
O3 -2.03456 -5.29754 3.35465  -0.6432
N6 -0.37172 -6.45428 2.33874  -0.0766
C16 0.48788 -6.79158 1.29107  0.2331
O4 1.41532 -7.54528 1.46563  -0.6334
H14 -1.29104 -4.85949 -0.91975  0.4984
H15 -3.22522 -3.92823 2.00771  0.4745
H16 -3.49402 -4.28339 0.27196  0.2119
H17 -0.14978 -6.87314 3.23639  0.2292
C17 0.94882 2.35851 -1.12722  -1.0847
Si1 0.93167 1.49424 -2.84283  0.4285
C18 -0.20018 2.53510 -3.96934  -1.1767
C19 2.70937 1.53821 -3.55419  -1.2523
C20 0.53357 -0.35458 -2.55147  -0.2428
Si2 -0.56855 -1.41249 -3.71532  0.2904
C21 -2.23980 -1.96479 -2.98137  -0.5720
C22 -0.92464 -0.54704 -5.38018  -1.2116
C23 0.41370 -3.01843 -4.06258  -1.0660
H18 1.62980 3.20198 -1.08805  0.4844
H19 1.25127 1.65946 -0.34373  0.2980
H20 -0.04194 2.72237 -0.87227  0.1722
H21 0.00661 3.59205 -3.82571  0.4185
H22 -1.24773 2.37188 -3.74471  0.3279
H23 -0.04013 2.31162 -5.01745  0.3282
H24 2.98928 2.54031 -3.86128  0.3456
H25 2.80382 0.89200 -4.42059  0.3495
H26 3.42788 1.20379 -2.81312  0.3116
H27 1.50821 -0.86086 -2.52854  -0.0745
H28 -2.92135 -1.13838 -2.81959  0.2854
H29 -2.08925 -2.45138 -2.02499  -0.2448
H30 -2.72878 -2.67492 -3.64093  0.4581
H31 -1.59492 0.29675 -5.26252  0.3274
H32 -1.39435 -1.24156 -6.06999  0.3878
H33 -0.01463 -0.18696 -5.84888  0.3378
H34 0.47499 -3.64588 -3.17874  0.2176
H35 1.43093 -2.80972 -4.37950  0.3358
H36 -0.05742 -3.60446 -4.84609  0.3599

Cartesian forces (eV/Å) of the 2 atoms listed first:
-2.5992 -0.9126 0.4074
0.0291 -0.3077 -0.0816

---

(4)
This record from the OMol25 dataset describes a structure of composition C25H23N5SV. The level of theory is ωB97M-V/def2-TZVPD.

Output
total charge = +1
strongest force on any atom = 0.0162 hartree/bohr
multiplicity = 3
calculated total energy = -2582.2458 hartree

Each line ends with the Löwdin spin population.
Geometry (Å):
V1 -0.29278 0.46807 0.01948  1.9451
C1 0.49163 -4.20850 -2.76188  -0.0001
C2 1.24950 -3.06971 -3.40852  -0.0005
N1 0.87240 -1.69148 -3.04546  -0.0032
C3 -0.01445 -1.18203 -2.21081  0.0010
S1 -1.18814 -1.94932 -1.25533  -0.0006
N2 0.23822 0.20288 -2.02009  -0.0330
N3 -0.91248 0.87729 -1.68863  -0.0435
C4 -2.09933 0.99853 -2.12615  0.0589
C5 -2.56701 0.73300 -3.50731  0.0090
C6 -2.98353 1.31284 -0.96177  0.0072
C7 -4.27073 1.79161 -1.05955  0.0061
C8 -4.98756 2.00995 0.11336  0.0083
C9 -4.38774 1.74632 1.32821  0.0048
C10 -3.08680 1.25962 1.34235  0.0103
N4 -2.40075 1.02778 0.22966  0.0009
H1 0.92177 -5.13276 -3.15022  0.0000
H2 -0.56846 -4.19827 -2.99981  -0.0002
H3 0.58841 -4.21622 -1.67884  0.0001
H4 1.15980 -3.13227 -4.49440  -0.0001
H5 2.31398 -3.15283 -3.17622  -0.0001
H6 1.46541 -0.97469 -3.44444  -0.0002
H7 -1.72017 0.53948 -4.16175  -0.0002
H8 -3.12463 1.58793 -3.89310  0.0032
H9 -3.23156 -0.13357 -3.51536  0.0033
H10 -4.70653 1.99808 -2.02678  0.0002
H11 -6.00035 2.38669 0.07034  0.0003
H12 -4.90771 1.90657 2.26126  0.0000
H13 -2.57449 1.04824 2.27308  0.0015
C11 -0.45475 4.52847 1.55267  -0.0023
C12 0.10526 4.25829 2.80106  0.0107
C13 0.71048 3.03962 3.03390  -0.0009
C14 0.75061 2.08095 2.01342  0.0077
C15 0.12831 2.30149 0.77524  -0.0264
C16 -0.45931 3.55389 0.57181  0.0078
C17 1.55645 0.83274 2.17545  0.0048
C18 2.49297 0.70269 3.22813  0.0009
C19 3.28557 -0.39807 3.28350  0.0013
C20 3.16544 -1.41016 2.30620  0.0007
C21 3.98045 -2.56660 2.31725  0.0000
C22 3.82612 -3.52703 1.36196  0.0006
C23 2.83854 -3.36644 0.36704  0.0004
C24 2.04175 -2.25637 0.33199  0.0025
C25 2.19704 -1.24362 1.30065  0.0035
N5 1.41173 -0.11001 1.24699  0.0090
H14 -0.89973 5.49770 1.36656  -0.0004
H15 0.07738 5.00558 3.58269  0.0006
H16 1.14740 2.85146 4.00481  -0.0003
H17 -0.94067 3.77208 -0.37693  0.0000
H18 2.59813 1.49072 3.95527  0.0001
H19 4.02470 -0.50736 4.06803  0.0001
H20 4.72365 -2.67041 3.09739  0.0000
H21 4.44887 -4.41064 1.36875  0.0000
H22 2.70283 -4.14134 -0.37679  0.0000
H23 1.26488 -2.16088 -0.40835  0.0017

Cartesian forces (eV/Å) of the 2 atoms listed first:
0.2345 -0.7325 0.3206
0.0137 -0.0824 0.0179